(1)
The following is a quantum chemistry calculation of the molecule C26H53BClO9PS2, from the OMol25 dataset.

Structure (XYZ):
```
93
C26H53BClO9PS2 | the OMol25 dataset | ωB97M-V/def2-TZVPD
C 0.31 -2.68 2.81
C 0.66 -1.29 3.48
O 1.83 -0.66 2.95
B 1.73 -0.23 1.61
O 0.38 -0.03 1.15
C 3.03 -0.06 0.63
C 4.03 1.07 1.08
C 3.99 1.56 2.58
C 3.08 2.83 2.86
C 1.86 2.50 3.82
C 0.46 2.84 3.18
C -0.72 2.80 4.23
C -1.93 1.91 3.79
C -2.38 2.08 2.29
C -3.92 1.91 2.03
C -4.07 1.50 0.49
C -4.17 -0.06 0.28
C -5.63 -0.51 -0.12
O -6.65 0.35 0.41
C -6.84 0.11 1.80
C 3.80 -1.44 0.86
Cl 4.77 -1.55 2.38
O 2.87 -2.57 0.96
S 2.69 -2.99 -0.67
O 2.36 -4.44 -0.77
O 1.32 -2.12 -1.02
C 1.56 -0.83 -1.55
O 1.82 -1.01 -2.95
C 0.59 -1.19 -3.66
C 0.77 -2.14 -4.91
C 1.11 -1.19 -6.15
C -0.61 -2.82 -5.28
C -1.83 -1.81 -5.16
C -0.96 -4.04 -4.35
C 2.64 0.13 -0.90
C 3.94 0.01 -1.86
P 2.03 1.86 -1.39
O 1.12 1.79 -2.82
O 3.35 2.83 -1.83
S 1.01 2.84 -0.10
H -0.27 -2.59 1.86
H 1.19 -3.36 2.74
H -0.39 -3.18 3.54
H 0.91 -1.56 4.54
H -0.23 -0.62 3.56
H 0.07 -0.81 0.67
H 4.01 2.01 0.47
H 5.08 0.69 0.90
H 5.04 1.91 2.79
H 3.81 0.78 3.35
H 3.70 3.56 3.45
H 2.78 3.37 1.94
H 1.91 1.45 4.21
H 1.94 3.15 4.74
H 0.26 2.06 2.42
H 0.48 3.88 2.74
H -1.11 3.81 4.49
H -0.33 2.37 5.19
H -2.81 2.21 4.43
H -1.78 0.82 4.02
H -1.95 3.03 1.88
H -1.86 1.26 1.71
H -4.42 1.19 2.72
H -4.37 2.94 2.09
H -4.88 2.07 -0.02
H -3.11 1.81 0.00
H -3.51 -0.36 -0.58
H -3.76 -0.64 1.16
H -5.86 -1.54 0.26
H -5.77 -0.56 -1.23
H -6.97 1.11 2.29
H -7.71 -0.56 1.98
H -5.95 -0.39 2.29
H 4.50 -1.71 0.03
H 0.57 -0.29 -1.52
H -0.21 -1.64 -3.02
H 0.18 -0.23 -4.07
H 1.59 -2.88 -4.76
H 1.54 -0.25 -5.72
H 0.18 -0.89 -6.70
H 1.82 -1.66 -6.87
H -0.63 -3.18 -6.34
H -2.74 -2.22 -5.67
H -2.08 -1.75 -4.07
H -1.57 -0.78 -5.51
H -1.38 -3.72 -3.36
H -0.09 -4.72 -4.16
H -1.80 -4.61 -4.84
H 4.19 -1.06 -2.07
H 4.84 0.46 -1.39
H 3.79 0.57 -2.82
H 0.38 2.40 -2.69
H 3.37 3.58 -1.22
```

Properties
Gap between HOMO and LUMO, eV: 9.4
HOMO level, eV: -9.2
Calculated total energy, eV: -90407.0389

Here is what Mulliken gives for the atomic charges, in e: -0.9999, 0.1072, -0.3507, -0.2332, 0.0089, 1.3924, -1.3965, -0.9655, -0.6942, -0.9061, 0.9073, -1.0803, -0.8750, 0.7934, -0.7655, -0.7710, -0.2680, -0.6073, -0.3936, -0.7142, -0.3054, -0.1826, -0.3626, 0.6039, -0.6355, -0.4297, -1.7102, -0.2735, -0.7272, 0.6066, -1.3683, -0.0368, -1.1513, -1.3692, 1.6442, -1.4496, 0.5886, -0.5063, -0.6520, -0.4646, 0.1470, 0.2141, 0.4955, 0.4380, -0.2594, -0.1242, 0.3258, 0.5496, 0.5566, 0.3373, 0.4523, 0.3402, 0.2731, 0.6199, -0.9075, 0.5404, 0.3324, 0.3013, 0.3949, 0.2437, 0.2835, -0.6525, 0.3889, 0.2144, 0.5077, 0.4011, 0.0282, 0.3270, 0.3440, 0.3125, 0.2756, 0.2925, 0.3056, 0.6943, 0.9342, 0.1919, 0.1780, 0.4957, 0.2986, 0.3744, 0.3327, 0.4721, 0.3946, 0.1704, 0.3100, 0.2509, 0.3483, 0.3956, 0.3553, 0.2748, 0.4700, 0.3154, 0.4363

(2)
The following is a quantum chemistry calculation of a structure of composition C9H11CdNO2, from the OMol25 dataset.

Structure (XYZ):
```
24
C9H11CdNO2 | the OMol25 dataset | ωB97M-V/def2-TZVPD
C 0.10 2.28 0.60
C 1.24 2.01 -0.22
C 2.11 1.14 0.50
C 1.50 0.86 1.77
C 0.27 1.59 1.83
Cd 0.23 -0.98 0.22
C -0.84 -0.46 -1.72
C -2.12 -0.22 -0.99
C -3.24 0.37 -1.57
N -2.06 -0.65 0.28
H 3.10 0.80 0.18
H 1.44 2.44 -1.20
H 1.95 0.29 2.59
H -0.39 1.65 2.69
H -0.74 2.92 0.33
H -0.43 0.40 -2.25
H -2.88 -0.51 0.88
H -0.79 -1.41 -2.28
H -3.14 0.78 -2.57
H -4.16 0.45 -1.00
O 2.56 -4.65 0.42
C 2.23 -3.46 0.49
O 1.08 -2.96 0.15
H 2.96 -2.71 0.87
```

Properties
Total charge: -2
Gap between HOMO and LUMO, eV: 5.6
HOMO level, eV: 0.5
Calculated total energy, eV: -19658.2043

Here is what Mulliken gives for the atomic charges, in e: -0.4460, -0.3051, -0.5476, -1.2398, -0.2557, 0.4217, -0.7922, 0.4839, -1.1484, -0.5371, 0.3844, 0.4178, 0.4493, 0.3586, 0.3508, 0.2397, 0.1013, 0.2581, 0.2842, 0.2342, -0.6180, 0.2079, -0.4741, 0.1719